Record 1
A cluster of 3 separate species, C41H61BrClIN7O6P2S in total in a non-equilibrium geometry. Source: the Open Molecules 2025 dataset; level of theory: the ωB97M-V functional and the def2-TZVPD basis.

spin multiplicity	1
frontier orbital gap	0.1568	hartree
LUMO level	-0.53	eV
net charge	-1

```
121
Properties=species:S:1:pos:R:3:forces:R:3
I 2.6028 -6.0898 -2.0120 0.75 0.68 -0.28
Br -2.8673 -3.4228 -9.2877 -0.10 1.00 0.56
Cl -5.5612 1.3242 -7.4964 1.58 -0.56 1.81
S -1.3200 -0.2770 -2.3659 -0.14 -0.41 -1.97
P -4.7833 -0.6022 3.8411 -6.51 5.44 2.05
P 6.7547 1.7558 2.4196 5.61 3.34 -6.19
O -5.4509 -0.5770 2.4530 3.51 -2.86 -0.66
O -3.8214 -3.0509 -3.2675 2.35 1.31 -2.51
O -2.7640 2.5235 -0.2170 -2.49 -1.66 -3.17
O -2.2131 -0.7132 -8.6443 -2.85 -4.29 1.01
O -3.1493 -4.4973 -4.9288 1.14 5.96 1.76
O 6.1644 1.0232 1.1959 -2.85 -1.64 3.32
N 7.4195 2.6050 3.8438 -2.64 -1.17 3.50
N -2.1850 -2.2464 -4.9090 0.89 2.18 1.66
N -3.9253 -0.6676 5.4069 3.29 -2.82 -0.68
N -6.1725 -1.2722 4.5829 -1.67 -0.95 0.02
N 8.3499 1.1308 2.0943 1.40 -1.12 0.23
N -4.7143 1.1378 3.9127 0.62 1.54 0.01
N 6.4571 3.2779 1.7046 -0.98 1.32 -1.30
C 5.0746 3.7319 1.8561 -0.17 -0.59 0.03
C -2.5210 -1.0294 5.1271 0.02 -0.29 0.09
C -4.0504 -1.5566 -7.1699 -0.02 -1.16 1.06
C -3.9096 0.3411 6.4539 -0.42 0.78 -0.26
C 2.1794 -2.8584 -3.2426 -4.00 0.87 -1.19
C -0.2332 -1.5580 -3.1697 1.20 -2.16 -1.99
C -3.6995 -0.4906 -6.0296 -0.14 2.02 0.67
C -2.7228 -0.8781 -4.8578 -2.14 3.38 -0.45
C -4.2895 1.7571 2.6440 0.04 -0.24 -0.26
C 9.2662 1.7825 1.1675 -0.08 0.44 -0.06
C -6.0775 1.8312 -1.1955 0.69 -3.91 0.06
C 1.6503 -0.8288 -1.3922 0.00 -0.26 -0.43
C -5.8219 1.9391 4.4159 -0.22 -0.27 0.29
C -2.9056 2.6654 -2.6681 -0.30 -1.03 -0.31
C 7.0199 1.8396 5.0421 -0.20 0.20 0.16
C 0.1349 -3.4258 -5.0107 1.33 2.02 2.73
C 1.5808 -3.6481 -4.4627 -2.15 1.89 1.14
C 4.7000 -5.0991 -4.2162 -0.70 -0.19 -0.48
C -6.8450 -0.9045 5.8087 0.46 0.14 0.37
C -3.1046 -3.2531 -4.2989 -3.12 -7.06 0.26
C -0.8228 -2.3584 -4.3573 4.09 -1.35 0.82
C -5.8899 -1.3284 -1.0310 -0.25 4.57 -0.33
C -4.1205 1.9686 -5.0079 1.23 -3.59 -0.24
C 4.1204 -4.6715 -2.7585 1.79 0.70 -0.47
C 1.2198 -1.7751 -2.6223 -0.68 -1.28 -1.61
C 3.6474 -3.1360 -2.6780 -0.34 -0.07 -0.25
C 7.3172 4.4334 1.5758 0.30 0.05 0.53
C 1.9709 0.6891 -1.8438 -0.45 0.87 0.78
C 3.0985 1.3768 -0.8836 -0.67 -0.14 0.39
C -7.2675 -0.6288 -1.1068 3.69 1.50 0.04
C 8.3554 -0.3013 1.7520 -0.26 -0.08 -0.04
C -4.6668 1.1397 -1.1535 -3.37 -1.66 0.25
C 8.7880 3.0501 4.0538 0.63 -0.32 -0.66
C -3.1594 1.5973 -3.8421 -0.71 -1.27 -1.97
C -7.3282 0.9249 -1.1758 2.64 -0.94 0.13
C -6.2932 -2.7154 4.3886 0.32 0.07 -0.52
C -4.6257 -0.4003 -1.0523 -2.00 0.80 -0.05
C -2.9522 -1.6645 -8.3294 1.46 4.17 0.11
C -3.4036 2.1102 -1.2230 1.49 0.85 1.58
C -2.4627 0.1858 -3.7650 -1.80 0.11 -2.82
C -4.3979 0.9070 -6.1251 2.72 -0.88 3.49
H 9.5054 2.2242 4.1115 0.01 -0.03 -0.08
H 7.5564 0.8856 5.1015 0.08 -0.06 0.19
H -3.4352 1.2780 6.1420 -0.07 0.04 -0.08
H 2.2170 0.8001 -2.9586 -0.19 -0.44 1.69
H -3.6168 -0.9463 -0.9864 -1.72 1.09 -0.25
H 3.7986 -2.8051 -1.5869 -0.67 -0.41 -1.68
H -6.9934 0.1657 5.9090 0.24 0.10 -0.04
H -4.6732 2.9723 -5.0910 1.13 -1.72 0.39
H 4.7068 -4.1946 -4.9389 0.14 -1.36 1.33
H -3.4905 1.1844 2.1709 -0.11 0.05 -0.05
H 7.1988 2.4041 5.9641 0.07 -0.03 -0.17
H 0.7924 -0.7864 -0.6152 1.37 -0.21 -1.26
H -4.9001 0.5583 6.8481 -0.07 0.03 -0.27
H -6.1109 2.9816 -1.2398 -0.23 -2.11 0.06
H -5.1091 -1.3712 -7.5985 1.95 -0.09 0.41
H 5.9467 1.6208 5.0101 0.00 -0.03 -0.04
H -2.4802 -1.9012 4.4648 -0.01 0.03 -0.04
H 9.3454 -0.7378 1.9198 0.02 0.26 0.09
H 2.6368 2.2339 -0.2593 0.64 -1.31 -1.08
H -1.7857 2.8622 -2.5717 -1.49 -0.30 0.01
H 4.8945 4.1061 2.8721 -0.09 0.21 0.07
H 6.9373 5.1114 0.8035 -0.29 -0.22 0.09
H -5.1199 1.8339 1.9299 0.17 -0.09 -0.05
H -5.6032 -3.2592 5.0471 -0.05 -0.18 0.15
H -0.2510 -4.0421 -5.9018 0.61 1.10 1.70
H -3.4209 3.6806 -2.8714 0.64 -1.77 0.21
H 2.5727 -1.2559 -0.8391 -1.52 0.56 -1.05
H -5.6294 3.0078 4.2730 0.18 -0.18 -0.28
H 3.4469 0.5975 -0.1018 -0.15 1.34 -1.43
H 2.1901 -4.4694 -4.9837 -0.99 1.47 0.98
H -6.0624 -2.9896 3.3553 0.04 0.11 0.04
H 9.1231 3.7600 3.3007 -0.11 -0.21 -0.14
H -1.9894 -0.2071 4.6344 0.19 0.04 0.06
H -7.8604 -1.3164 5.8290 0.17 -0.20 -0.25
H 7.6503 -0.8599 2.3703 -0.01 0.04 -0.07
H 4.3920 -2.5060 -3.2959 -1.00 -1.05 0.86
H -5.7260 -2.4651 -0.9838 -0.39 2.11 -0.17
H -4.1148 -2.6056 -6.6788 0.24 1.61 -0.78
H 3.9618 1.8341 -1.4739 -1.03 -0.89 0.90
H 8.8053 1.9633 0.1853 0.09 0.02 0.00
H 4.3716 2.9156 1.6664 0.11 -0.03 0.01
H 5.0154 -4.7813 -2.0349 -1.69 0.14 -1.00
H -8.3472 1.4309 -1.2102 1.54 -0.81 0.05
H 4.0104 -5.8776 -4.7220 1.20 1.17 0.88
H 4.8251 4.5228 1.1431 0.21 -0.05 0.04
H -6.3263 -1.2806 6.7002 0.01 0.01 0.20
H 8.8530 3.6027 4.9983 -0.49 -0.16 0.03
H 7.3853 5.0107 2.5069 0.09 0.15 0.09
H -8.2034 -1.2745 -1.1171 1.32 1.21 0.02
H -7.3108 -3.0682 4.5804 0.05 0.20 0.09
H -6.7723 1.6935 3.9191 -0.02 0.08 0.05
H 8.0906 -0.4689 0.6996 -0.07 -0.07 0.13
H -3.3484 -0.0350 7.3173 0.08 -0.38 -0.32
H 8.3179 4.1845 1.2380 0.07 -0.17 0.15
H 1.0047 1.3008 -1.6691 1.51 -1.06 -0.53
H 10.1662 1.1774 1.0149 -0.28 -0.24 0.08
H -3.9024 2.7671 2.8136 -0.03 -0.11 0.25
H 5.7616 -5.5495 -4.1474 -1.76 0.77 -0.01
H -1.9811 -1.3026 6.0409 -0.13 0.11 -0.05
H -5.9428 1.8442 5.4924 -0.11 -0.21 0.09
H 9.6531 2.7186 1.5617 -0.16 0.16 -0.02
```
Positions in Å, forces in eV/Å.


Record 2
A cluster of 3 separate species, C23H58NO11P4S in total in a non-equilibrium geometry. Source: the Open Molecules 2025 dataset; level of theory: the ωB97M-V functional and the def2-TZVPD basis.

spin multiplicity	1
frontier orbital gap	0.2238	hartree
LUMO level	1.94	eV
net charge	-1

```
98
Properties=species:S:1:pos:R:3:forces:R:3
S 0.4688 5.9880 -0.9457 -0.21 0.20 0.18
P -3.0617 -4.4524 3.5769 -0.56 -1.64 -5.89
P 1.5150 3.1726 1.0389 1.97 -0.50 1.15
P -0.0328 4.1578 -0.3606 0.24 0.67 -0.63
P 1.8838 -0.4305 -5.3202 -0.62 -1.27 -5.88
O -0.8621 0.5368 3.2017 0.31 -0.24 0.12
O -3.6794 -5.6855 2.6888 0.43 -0.07 0.35
O 0.6860 0.4053 -5.0520 1.31 -0.08 3.01
O 3.0782 -1.4294 -4.8503 -0.94 1.50 1.72
O 2.7825 0.4551 -6.3609 -0.05 -0.32 0.80
O 5.6448 1.7494 0.5290 -0.64 -0.29 -0.15
O -4.3052 -3.6714 3.8143 1.35 0.16 3.02
O -1.8113 -5.3568 4.0988 -1.02 1.53 1.66
O -3.4083 4.5433 4.0209 0.18 0.17 0.03
O -2.2278 -3.5961 2.4714 -0.05 -0.29 0.89
O 1.2149 -1.5647 -6.2968 0.44 -0.11 0.32
N 4.3435 0.5610 -0.9663 -0.04 0.35 -0.02
C -5.5059 -5.0620 1.2094 0.10 0.04 -0.22
C -0.5540 -0.7410 -7.7495 0.11 0.05 -0.22
C 3.8928 -2.5683 -6.8965 0.24 0.31 -0.14
C -5.0741 -5.8268 2.4441 -0.27 0.05 -0.14
C -0.4943 -2.5853 3.8989 -0.01 -0.21 0.11
C -0.5610 4.2894 2.9106 -0.09 0.95 0.73
C 3.4586 1.6137 -5.8466 0.12 0.35 0.14
C -2.5011 5.8217 2.1273 -0.45 0.40 0.36
C -0.9584 -6.5857 2.1216 0.22 0.30 -0.16
C 3.5069 1.0652 1.3810 0.47 -0.22 0.21
C 3.3986 -2.6830 -5.4711 -0.07 -0.67 0.02
C 0.4259 1.0873 2.8329 -0.70 0.20 -0.10
C 0.9427 4.2090 2.5553 -0.81 0.31 -0.03
C -1.4331 -6.6314 3.5573 -0.04 -0.65 0.05
C 0.3680 1.6782 1.4307 0.23 -0.11 -0.27
C 4.5459 1.2671 -4.8474 -0.10 -0.19 0.03
C -3.5665 4.8573 2.6482 -0.05 -0.38 -0.39
C 4.5943 1.1893 0.3237 0.46 -0.01 0.14
C -1.1526 5.7313 2.8438 -0.26 -0.29 -0.11
C -3.9628 3.3026 4.3374 -0.38 -0.44 0.09
C 3.0373 2.4113 1.9550 -0.02 -0.28 -0.10
C -0.1827 -1.6105 -6.5655 -0.28 0.07 -0.12
C -1.6065 -2.3629 2.8939 0.12 0.33 0.10
H -3.6872 3.0105 5.3498 0.14 0.22 0.03
H -1.2481 3.6471 2.3567 0.40 -0.26 -0.24
H 3.4629 0.9776 -1.2758 -0.02 -0.03 -0.08
H 4.1915 -3.1124 -4.8563 -0.01 0.23 0.13
H 0.2425 -3.2909 3.5125 0.01 0.01 -0.03
H -0.0517 3.3783 -1.5469 -0.39 -0.29 0.36
H -5.1200 -5.5402 0.3069 -0.03 -0.04 0.02
H 1.1550 0.2764 2.8501 -0.14 -0.14 0.15
H -1.3228 6.0997 3.8577 0.14 -0.01 0.03
H 5.0899 2.1616 -4.5446 -0.06 0.03 -0.01
H -3.5212 3.9220 2.0707 0.10 -0.02 0.06
H 2.9082 2.3056 3.0350 -0.21 -0.02 -0.04
H -0.7794 -7.6034 1.7686 0.04 -0.02 0.10
H 3.2183 -2.0211 -7.5480 -0.18 -0.04 0.11
H -0.0259 -6.0239 2.0452 0.03 -0.05 0.03
H 1.2709 5.2303 2.3417 0.07 -0.09 -0.25
H -5.1220 -4.0424 1.2096 -0.06 0.03 0.22
H -2.4246 5.6563 1.0512 0.19 0.02 0.00
H 1.4812 3.9519 3.4704 0.16 -0.32 -0.18
H -0.8799 -3.0017 4.8350 0.03 0.06 -0.01
H -0.7548 -1.3463 -5.6781 0.10 0.20 0.02
H -0.6554 1.9306 1.1318 -0.09 0.07 0.39
H 2.3724 4.2794 0.6572 -0.39 0.16 -0.32
H 4.1093 -0.4183 -0.8228 0.02 -0.02 0.14
H -3.6193 2.5120 3.6557 0.09 0.07 -0.02
H -1.3649 4.0919 0.1206 -0.08 -0.18 -0.33
H -1.6657 -6.1169 1.4443 -0.17 -0.04 0.11
H 3.9748 0.4988 2.1973 0.09 -0.07 -0.11
H 4.0248 -3.5688 -7.3137 0.04 -0.03 0.10
H -0.1822 -1.1781 -8.6788 -0.03 -0.05 0.01
H -5.0614 3.3014 4.2868 0.01 0.12 -0.06
H -1.6374 -0.6374 -7.8249 0.00 -0.02 0.00
H -2.8880 6.8393 2.2422 0.12 0.05 -0.01
H 1.9870 2.4496 -0.1717 -0.17 -0.04 -0.29
H -6.5944 -5.0239 1.1423 0.00 -0.03 -0.01
H 4.1302 0.8102 -3.9464 0.07 0.09 0.04
H 3.8937 2.1255 -6.7047 -0.11 -0.13 -0.11
H -0.4646 6.4303 2.3668 0.05 -0.12 -0.13
H -5.2585 -6.8941 2.2966 0.18 -0.02 -0.01
H -5.6510 -5.5347 3.3199 0.08 0.20 0.00
H 2.7177 0.4222 0.9867 -0.23 0.27 0.03
H -1.4683 1.2794 3.1369 -0.13 0.03 0.02
H -0.6787 4.0117 3.9629 -0.08 -0.36 -0.11
H -2.3664 -1.6986 3.3067 -0.02 -0.02 -0.06
H -0.0017 -1.6422 4.1273 -0.09 0.06 -0.06
H 4.8535 -2.0510 -6.9273 0.03 -0.06 0.03
H -4.5747 5.2560 2.4699 0.02 0.06 0.04
H 2.7257 2.2883 -5.3958 -0.03 -0.04 -0.03
H 5.2497 0.5525 -5.2751 0.03 0.02 -0.03
H 3.8738 3.1051 1.8335 -0.12 0.13 0.00
H 0.7013 1.7857 3.6263 0.16 0.24 -0.24
H -2.2439 -7.3453 3.6920 -0.14 0.14 -0.11
H -0.4236 -2.6532 -6.7873 0.18 -0.03 -0.01
H -0.6135 -6.9793 4.1889 -0.02 0.24 0.12
H -1.2059 -1.8890 2.0015 -0.13 -0.10 -0.10
H -0.1143 0.2531 -7.6754 -0.07 0.02 0.22
H 2.5514 -3.3617 -5.3912 -0.13 0.15 -0.10
H 0.6393 0.8856 0.7267 0.07 0.09 -0.07
```
Positions in Å, forces in eV/Å.


Record 3
A structure of composition C8H4Cl3ErNO3Ti in a non-equilibrium geometry. Source: the Open Molecules 2025 dataset; level of theory: the ωB97M-V functional and the def2-TZVPD basis.

spin multiplicity	5
frontier orbital gap (spin up / spin down)	0.1466 / 0.1754	hartree
LUMO level (spin up / spin down)	-17.83 / -17.19	eV
net charge	+4

```
21
Properties=species:S:1:pos:R:3:forces:R:3
Er -1.5490 3.4365 -2.6344 -0.03 -0.74 -1.66
Ti 0.7936 0.5216 0.4958 -3.89 -4.22 -4.47
Cl -0.7847 1.3834 -3.6899 -0.36 1.24 0.34
Cl 1.8494 -4.8045 0.1424 -0.31 0.70 0.40
Cl -0.7976 1.9827 -0.5321 0.74 -0.49 1.31
O -2.4821 3.9515 -6.1877 1.50 -0.32 6.65
O 2.2930 2.0389 2.6555 -4.19 -4.64 -5.88
O -2.8835 6.3294 -4.6335 2.36 -4.38 4.34
N 0.5860 -1.2500 1.4154 0.93 0.82 -0.67
C 1.1307 -2.2440 0.6202 -0.36 0.33 0.66
C 1.2078 -3.5493 1.1199 0.82 -0.45 -1.53
C -2.2260 3.8961 -5.0416 -1.16 -2.23 -8.34
C 0.7859 -3.8544 2.4305 -0.12 0.60 -0.19
C -2.4608 5.5194 -3.8910 -2.66 6.83 -2.47
C 1.7075 1.4000 1.8289 7.46 7.77 10.65
C 0.2317 -1.5001 2.7061 -0.24 -0.83 0.59
C 0.3069 -2.8069 3.2084 -0.08 0.56 0.20
H 0.0191 -3.0331 4.2284 -0.09 0.33 0.07
H -0.0811 -0.6452 3.3133 -0.09 -0.42 -0.12
H 0.8649 -4.8794 2.8142 -0.04 0.38 -0.15
H 1.4884 -1.8926 -0.3687 -0.19 -0.83 0.28
```
Positions in Å, forces in eV/Å.